Computed, not measured: an isolated molecule of C2H4Br2, with the ωB97M-V functional and the def2-TZVPD basis.

- Charge: 0
- E_tot: -5226.63106 Ha
- F_max: 0.74 eV/Å
- SMILES: BrCCBr
- HOMO-LUMO gap: 10.837 eV
- ΔE to the lowest compared entry with this formula, charge and spin: 0.098 eV
- HOMO energy: -10.11 eV

Each line ends with the Löwdin charge.
Cartesian coordinates (Å):
Br1 18.014 -11.077 -18.916  0.58
C1 19.134 -11.613 -20.435  -0.68
C2 19.215 -13.123 -20.583  -0.73
Br2 17.508 -13.950 -20.896  0.61
H1 20.118 -11.200 -20.244  0.05
H2 18.693 -11.207 -21.340  0.05
H3 19.660 -13.613 -19.720  0.05
H4 19.845 -13.379 -21.434  0.06